The following is a DFT calculation (ωB97M-V/def2-TZVPD) of a structure of composition C29H54As2BiN8O5S2.

XYZ file:
```
101
Properties=species:S:1:pos:R:3:forces:R:3:lowdin_charge:R:1
Bi 0.01327 -0.60479 0.12786 0.0 -0.2 0.1 1.79
As -1.46900 -3.61093 1.86189 0.1 0.1 0.0 1.03
As 2.57101 -3.45919 -3.15494 0.0 -0.1 -0.1 0.70
S -8.12468 -2.45770 1.00676 -0.3 0.1 0.2 0.64
S 1.46536 -2.80887 -1.45636 -0.1 0.0 0.2 0.02
O -5.73065 -2.73007 -2.96951 0.0 -0.2 0.1 0.12
O -8.02071 -3.39318 2.09277 0.1 0.1 0.0 -0.29
O -8.27720 -1.04409 1.26428 0.1 -0.1 0.1 -0.31
O -3.76049 -2.75384 -3.86856 0.1 -0.2 0.1 0.12
O -0.77525 -2.05908 1.78116 0.1 -0.1 -0.2 -0.70
N -0.51316 0.98049 1.75531 -0.1 -0.2 0.2 -0.07
N -0.87892 1.55085 -0.81010 0.0 0.0 0.1 0.01
N 0.81583 0.39654 -3.16321 0.1 0.0 0.0 0.10
N 1.93491 1.05495 -0.06001 0.1 0.0 -0.1 -0.16
N 1.64530 -0.77967 1.93391 0.1 0.2 -0.1 -0.18
N -4.70913 -1.29599 -0.79368 -0.2 0.0 0.2 0.07
N -4.53899 -2.50731 -2.97359 -0.1 0.5 -0.2 -0.32
N -2.57062 -0.89652 -0.40580 0.1 -0.2 -0.2 0.00
C -0.27139 -4.75887 2.79779 0.1 0.0 0.0 -0.18
C 2.11144 1.78036 -1.34911 0.0 0.0 0.1 -0.17
C -2.27432 3.75848 -1.67541 0.0 0.0 0.0 0.02
C -1.75098 2.89293 2.62163 0.0 0.0 -0.1 0.02
C -3.81036 -0.76003 0.05765 0.0 0.1 0.1 -0.31
C -6.59823 -2.62803 0.07485 0.1 0.1 -0.1 -0.20
C -1.38558 0.26937 -4.07951 0.1 0.0 0.0 -0.01
C -3.10075 -3.49744 2.83007 -0.1 0.1 0.0 -0.17
C 3.07375 -2.06896 -4.37399 0.0 0.1 0.0 -0.24
C -1.23106 2.01621 1.52285 0.0 0.2 0.0 -0.24
C -6.16595 -1.30528 -0.54163 0.1 -0.1 0.0 -0.12
C 1.54470 -4.71667 -4.16510 0.0 0.0 0.0 -0.24
C 2.05869 0.85720 -2.55587 -0.2 0.0 0.0 -0.20
C -0.37934 0.80034 -3.08137 0.0 0.0 0.1 -0.31
C -9.40438 -2.98245 -0.09187 -0.1 0.0 0.0 -0.30
C -2.67610 -1.56150 -1.60212 0.3 0.1 0.1 -0.10
C -0.96894 1.80252 -2.10860 0.0 0.0 -0.1 -0.21
C 3.20659 0.49875 0.48048 -0.1 0.1 0.0 -0.17
C 2.98523 -0.77865 1.30144 -0.1 0.0 0.0 -0.18
C -1.67904 2.91060 -2.58065 0.0 0.0 -0.1 0.04
C -1.46699 2.36737 0.08254 0.1 -0.2 0.3 -0.21
C -2.17227 3.48232 -0.31101 -0.1 0.2 -0.1 0.04
C -4.17835 -0.08638 1.33705 0.1 0.0 0.0 0.03
C -3.98402 -1.81106 -1.83873 -0.2 -0.2 -0.1 -0.14
C -0.04832 0.60158 3.09964 0.1 0.0 -0.2 -0.16
C -1.77415 -4.37066 0.14245 -0.1 0.0 -0.1 -0.18
C 4.18875 -4.32882 -2.62472 0.0 0.0 0.0 -0.24
C 1.43150 0.23567 2.98979 0.0 0.0 -0.1 -0.15
C -10.74858 -2.94809 0.63576 0.0 0.0 -0.1 -0.09
H 3.70593 1.26793 1.07098 0.0 0.0 0.0 0.13
H -0.93098 3.46405 3.06500 0.0 0.0 0.0 0.12
H -2.39854 0.22596 -3.67859 0.0 0.0 0.0 0.08
H -10.98461 -1.94253 0.98042 0.0 0.0 0.0 0.09
H 3.31792 -2.54979 -5.32150 0.0 0.1 0.0 0.06
H -0.16504 1.41063 3.81590 0.0 0.0 0.0 0.12
H -0.87878 -4.23206 -0.46511 0.0 0.0 0.0 -0.01
H 4.76912 -4.56900 -3.51506 0.0 0.0 0.0 0.06
H 1.61208 1.74456 0.61103 0.0 0.0 0.0 0.09
H -2.63322 -3.90290 -0.33589 0.0 0.0 0.0 0.03
H -9.37445 -2.29833 -0.94324 0.0 -0.1 0.0 0.11
H 2.15366 -5.08351 -4.99081 0.0 0.0 0.0 0.06
H -3.79480 -2.85731 2.28864 0.0 0.0 0.0 0.02
H 3.94525 -5.23910 -2.08314 0.0 0.0 0.0 0.05
H -9.13113 -3.98938 -0.41357 -0.1 0.0 0.0 0.11
H -10.74493 -3.62259 1.48969 0.0 0.0 0.0 0.09
H 3.78126 -0.88908 2.03911 0.0 0.0 0.0 0.14
H -1.40370 0.92445 -4.95485 0.0 0.0 0.0 0.10
H 0.65747 -4.21963 -4.55029 0.0 0.0 0.0 0.05
H -1.07779 -0.71760 -4.41773 0.0 0.0 0.0 0.09
H -1.83010 -1.84289 -2.21454 0.0 0.0 0.1 0.11
H -3.53211 -4.49040 2.95094 0.0 0.0 0.0 0.07
H 1.42159 -1.69634 2.30882 0.0 0.0 0.0 0.11
H -6.69133 -1.08589 -1.46499 0.0 -0.1 -0.1 0.14
H 0.08190 -4.24661 3.69054 0.0 0.0 0.0 0.05
H -4.93238 -0.64282 1.89433 0.0 0.0 0.0 0.09
H -0.63234 -0.25610 3.43304 0.0 0.0 0.0 0.12
H 2.24594 -1.37361 -4.50532 0.0 0.0 0.0 0.02
H 2.01161 1.12506 2.73764 0.0 0.0 0.0 0.12
H -6.70379 -3.41986 -0.66694 0.0 0.0 0.1 0.11
H 3.00837 -1.64480 0.64072 0.0 0.0 0.0 0.06
H -2.82064 4.62941 -2.01323 0.0 0.0 0.0 0.14
H -2.19400 2.28882 3.41293 0.0 0.0 0.0 0.11
H -2.63435 4.14611 0.40313 0.0 0.0 0.0 0.12
H -4.58740 0.91077 1.15750 0.0 0.0 0.0 0.11
H 1.25798 -5.54133 -3.51796 0.0 0.0 0.0 0.05
H -6.36390 -0.49385 0.15143 -0.1 0.0 0.0 0.11
H 1.35643 2.56036 -1.41312 0.0 0.0 0.0 0.11
H -1.96488 -5.43562 0.28086 0.0 0.0 0.0 0.06
H 0.56481 -5.00792 2.14657 0.0 0.0 0.0 0.05
H -1.75027 3.09409 -3.64485 0.0 0.0 0.0 0.14
H 2.59338 1.34799 -3.37175 0.0 0.0 -0.1 0.14
H -0.79064 -5.67223 3.08595 0.0 0.0 0.0 0.06
H 2.63615 -0.04603 -2.33738 0.0 0.0 0.0 0.08
H 3.95399 -1.55425 -3.99457 0.0 0.0 0.0 0.05
H 3.87115 0.26451 -0.34898 0.0 0.0 0.0 0.13
H -2.88400 -3.07041 3.80719 -0.1 0.0 0.0 0.06
H -2.49508 3.60149 2.27842 0.0 0.0 0.0 0.08
H -11.52995 -3.26622 -0.05166 0.0 0.0 0.0 0.09
H 1.80006 -0.11578 3.95399 0.0 0.0 0.0 0.15
H -3.28564 -0.00540 1.95651 0.0 0.0 0.0 0.07
H 4.75359 -3.65680 -1.98420 0.0 0.0 0.0 0.04
H -5.90164 -2.95370 0.85115 0.1 0.0 -0.1 0.09
H 3.07884 2.28796 -1.34094 0.0 0.0 0.0 0.14
```
Forces are in eV/Å.

total charge: +3
orbital gap: 7.4 eV
ΔE to the lowest compared entry with this formula, charge and spin: 74.4 kJ/mol
largest force on an atom: 0.6 eV/A